# 1
Formula: C23H29N3O4
Source: OMol25
Level of theory: the ωB97M-V functional and the def2-TZVPD basis

The geometry in XYZ format:
```
59
Properties=species:S:1:pos:R:3:nbo_charge:R:1
C 7.7315 -4.9696 -0.9610 -0.25
O 6.3703 -4.6513 -1.1200 -0.53
C 6.1253 -3.4110 -1.7365 -0.05
C 6.4463 -2.2014 -0.8423 -0.53
C 5.9804 -0.9160 -1.5041 0.69
O 6.7562 -0.2412 -2.1571 -0.64
N 4.6892 -0.5473 -1.3388 -0.44
C 3.6281 -1.2808 -0.6918 -0.22
H 4.0079 -2.1697 -0.1935 0.22
C 2.5559 -1.6821 -1.7104 -0.44
H 1.7505 -2.2018 -1.1896 0.22
H 2.9803 -2.3554 -2.4569 0.21
C 2.0118 -0.4389 -2.4278 0.10
C 3.1742 0.3510 -3.0362 -0.42
H 2.7967 1.2794 -3.4645 0.22
C 4.2160 0.6709 -1.9666 -0.23
H 5.0776 1.1748 -2.4060 0.25
H 3.7651 1.3109 -1.2019 0.20
H 3.6298 -0.2430 -3.8292 0.21
H 1.3218 -0.7383 -3.2299 0.19
O 1.3495 0.4324 -1.5258 -0.51
C 0.0858 0.1618 -1.1071 0.31
C -0.6953 -0.9182 -1.5078 -0.26
C -1.9754 -1.0621 -1.0068 -0.16
C -2.5133 -0.1403 -0.1176 -0.18
C -1.7234 0.9316 0.2935 -0.16
C -0.4430 1.0771 -0.1924 -0.26
H 0.1808 1.8998 0.1212 0.22
H -2.0929 1.6412 1.0197 0.22
C -3.8957 -0.3724 0.3901 0.67
O -4.3695 -1.4879 0.5153 -0.63
N -4.5986 0.7516 0.6526 -0.61
H -4.1557 1.6586 0.6432 0.42
C -5.8726 0.7262 1.3221 -0.26
C -5.9338 1.7831 2.3935 0.22
N -4.9719 2.6967 2.3757 -0.48
C -4.9713 3.6662 3.2803 0.24
C -5.9586 3.7607 4.2564 -0.27
C -6.9672 2.8127 4.2769 -0.15
C -6.9608 1.8024 3.3298 -0.26
H -7.7277 1.0440 3.3133 0.22
H -7.7477 2.8592 5.0225 0.22
H -5.9315 4.5607 4.9802 0.22
C -3.8501 4.6551 3.2063 -0.64
H -3.2650 4.4853 2.3071 0.23
H -3.2015 4.5493 4.0749 0.22
H -4.2387 5.6714 3.1978 0.22
H -6.0161 -0.2737 1.7446 0.24
H -6.6856 0.9033 0.6025 0.21
H -2.5826 -1.9036 -1.3043 0.24
H -0.3234 -1.6524 -2.2050 0.21
H 3.1673 -0.6277 0.0600 0.20
H 7.5280 -2.1148 -0.7293 0.24
H 6.0041 -2.3416 0.1439 0.22
H 6.6972 -3.3261 -2.6721 0.17
H 5.0598 -3.4291 -1.9794 0.18
H 8.2177 -4.3314 -0.2156 0.17
H 8.2710 -4.8806 -1.9113 0.17
H 7.7648 -6.0030 -0.6210 0.20
```

Output
Energy relative to the best compared isomer or geometry (same formula, charge and spin) in kcal per mole: 27.0
SMILES: COCCC(=O)N1CCC(Oc2ccc(C(=O)NCc3cccc(C)n3)cc2)CC1
LUMO level in eV: 0.71
HOMO-LUMO gap in Eh: 0.34423
HOMO in eV: -8.65
Total energy in eV: -36982.891
2S+1: 1
Max |F| in eV/Å: 0.76

***

# 2
Formula: C4H5NO2
Source: OMol25
Level of theory: the ωB97M-V functional and the def2-TZVPD basis

The geometry in XYZ format:
```
12
Properties=species:S:1:pos:R:3:nbo_charge:R:1
O 1.6661 1.6243 0.0943 -0.48
C 1.9647 0.4630 0.2208 0.35
C 0.9575 -0.6845 0.1561 0.56
O 1.3619 -1.7735 -0.1963 -0.54
N -0.3407 -0.4168 0.5045 -0.42
C -1.4707 -0.6286 -0.3664 -0.23
C -1.1506 0.7294 0.1709 -0.23
H 3.0119 0.1133 0.2879 0.14
H -2.2982 -1.2058 0.0348 0.21
H -1.2328 -0.8180 -1.4116 0.21
H -0.7356 1.4770 -0.4968 0.22
H -1.7335 1.1203 1.0019 0.21
```

Output
Energy relative to the best compared isomer or geometry (same formula, charge and spin) in kcal per mole: 45.9
SMILES: O=CC(=O)N1CC1
LUMO level in eV: -0.19
HOMO-LUMO gap in Eh: 0.35806
HOMO in eV: -9.93
Total energy in eV: -9812.324
2S+1: 1
Max |F| in eV/Å: 0.60

***

# 3
Formula: C4H10O2
Source: OMol25
Level of theory: the ωB97M-V functional and the def2-TZVPD basis

The geometry in XYZ format:
```
16
Properties=species:S:1:pos:R:3:nbo_charge:R:1
C -2.7414 1.4660 -1.1903 -0.66
C -1.9862 0.5356 -0.2671 -0.05
C -0.8222 -0.2169 -0.2510 0.61
O 0.4498 0.0146 -0.1242 -0.63
C -1.1378 -1.7199 -0.1227 -0.72
H -2.9148 2.4438 -0.7196 0.28
H -2.0353 1.6133 -2.0051 0.24
H -3.6305 0.9628 -1.5377 0.28
H -2.3216 0.3871 0.7790 0.27
H 1.0459 0.1570 -0.8777 0.57
H -0.4031 -2.1491 0.5623 0.27
H -2.1454 -1.9465 0.2448 0.26
H -1.1123 -2.2928 -1.0610 0.29
H 5.8728 -0.1652 1.5884 0.48
H 4.6274 -0.1020 2.4855 0.47
O 4.9433 -0.0001 1.5755 -0.95
```

Output
Energy relative to the best compared isomer or geometry (same formula, charge and spin) in kcal per mole: 57.8
<S²>: 0.754
Net charge: +1
LUMO level (spin up / spin down) in eV: -5.77 / -6.55
HOMO-LUMO gap (spin up / spin down) in Eh: 0.29526 / 0.26648
HOMO (spin up / spin down) in eV: -13.81 / -13.81
Total energy in eV: -8394.406
2S+1: 2
Max |F| in eV/Å: 3.57

***

Q: Look up the 2S+1 of the second one.
A: 1

***

Q: Which of these has the lowest energy relative to the best compared isomer or geometry (same formula, charge and spin)?
A: C23H29N3O4

***

Q: The lowest max |F| belongs to which entry?
A: C4H5NO2